153
Properties=species:S:1:pos:R:3:forces:R:3:mulliken_charge:R:1 method="wB97M-V/def2-TZVPD" de_lowest_kj_mol=0.00 lumo_ev=1.01 energy_ev=-104659.84025 total_charge=-1 homo_energy_ev=-4.27
Sr 0.647 -0.204 0.008 0.3 3.0 0.7 1.32
C -5.094 1.535 -4.456 -0.1 -0.2 0.1 -2.10
C -5.432 0.270 -3.660 0.0 0.0 -0.1 1.76
C -6.787 0.475 -2.974 0.2 0.0 -0.1 -1.69
C -5.527 -0.896 -4.652 0.0 0.1 0.1 -1.72
C -4.378 -0.047 -2.612 0.3 0.8 -0.2 0.11
C -3.279 0.736 -2.419 -0.6 -0.1 -0.3 -0.87
C -2.231 0.336 -1.557 -0.2 -0.1 0.2 -1.47
N -1.066 0.967 -1.532 0.1 0.0 -0.2 0.91
C -0.935 2.244 -1.861 -0.1 0.2 -0.5 0.43
C -1.931 3.198 -1.576 -0.1 0.6 0.0 -0.12
C -1.745 4.530 -1.831 -0.4 -0.4 0.2 -0.22
C -0.527 4.918 -2.425 0.4 -0.4 -0.2 -0.80
C 0.469 4.054 -2.787 0.1 0.4 0.0 0.85
C 0.300 2.632 -2.560 -0.3 -0.3 -0.1 0.05
O 1.054 1.745 -2.987 0.1 -0.1 0.2 -0.89
C 1.769 4.652 -3.317 0.1 0.1 -0.2 2.41
C 1.456 5.690 -4.410 0.0 -0.1 0.2 -2.03
C 2.487 5.339 -2.144 -0.1 -0.1 -0.2 -1.42
C 2.713 3.626 -3.945 0.0 0.0 0.1 -2.10
C -2.830 5.529 -1.455 -0.2 0.1 0.2 2.40
C -3.068 5.474 0.061 -0.1 0.0 -0.2 -1.72
C -4.122 5.140 -2.188 0.1 0.1 0.1 -1.71
C -2.477 6.968 -1.845 -0.1 -0.3 0.1 -2.33
C -2.323 -0.905 -0.799 -0.1 0.2 -0.1 0.09
O -1.385 -1.235 -0.045 -1.6 -0.9 -0.3 1.36
C -3.550 -1.664 -0.954 -0.5 -0.3 -0.1 -0.30
C -4.499 -1.225 -1.834 0.3 -0.2 0.4 -0.58
C -3.713 -2.962 -0.177 -0.1 -0.2 0.1 2.46
C -5.084 -3.625 -0.379 0.3 0.2 0.0 -2.49
C -3.538 -2.692 1.321 0.0 0.0 -0.1 -1.85
C -2.647 -3.966 -0.626 0.0 0.2 0.0 -1.38
H -5.829 1.672 -5.247 -0.1 0.0 -0.1 0.47
H -4.112 1.452 -4.919 0.1 0.0 -0.1 0.44
H -5.110 2.417 -3.820 0.1 0.1 0.1 0.28
H -7.536 0.763 -3.709 -0.2 0.0 -0.1 0.48
H -6.712 1.260 -2.226 0.0 0.1 0.1 0.27
H -7.119 -0.434 -2.482 -0.1 -0.1 0.1 0.32
H -6.288 -0.690 -5.403 -0.1 0.0 -0.1 0.46
H -5.784 -1.824 -4.149 0.0 -0.1 0.0 0.32
H -4.573 -1.036 -5.157 0.1 0.0 -0.1 0.36
H -3.112 1.626 -3.006 0.0 0.0 -0.1 0.57
H -2.792 2.836 -1.033 -0.1 0.1 0.1 0.13
H -0.356 5.970 -2.574 0.0 0.2 -0.1 0.36
H 0.943 6.563 -4.017 -0.1 0.2 0.0 0.29
H 0.825 5.245 -5.176 0.0 0.0 -0.1 0.42
H 2.378 6.030 -4.877 0.1 0.1 0.0 0.51
H 1.862 6.116 -1.709 -0.1 0.1 0.1 0.30
H 3.414 5.799 -2.480 0.2 0.1 0.0 0.54
H 2.718 4.617 -1.365 0.1 -0.1 0.2 -0.06
H 2.214 3.102 -4.755 0.0 -0.1 -0.1 0.40
H 3.051 2.888 -3.226 0.0 0.0 -0.1 0.14
H 3.590 4.137 -4.344 0.1 0.2 0.0 0.49
H -3.201 4.450 0.404 0.0 -0.1 0.1 0.19
H -3.952 6.048 0.340 -0.1 0.1 0.0 0.53
H -2.211 5.896 0.583 0.1 0.0 0.1 0.34
H -4.453 4.154 -1.876 -0.1 -0.2 0.0 0.15
H -3.955 5.126 -3.263 0.0 0.0 -0.1 0.37
H -4.917 5.853 -1.972 -0.1 0.1 0.1 0.53
H -1.566 7.298 -1.351 0.1 0.1 0.0 0.45
H -3.277 7.644 -1.547 -0.1 0.0 0.0 0.39
H -2.350 7.057 -2.922 0.1 0.1 -0.1 0.43
H -5.393 -1.809 -1.978 -0.1 -0.2 0.1 0.63
H -5.904 -2.950 -0.140 -0.1 0.1 0.0 0.44
H -5.152 -4.481 0.291 0.0 -0.1 0.0 0.43
H -5.202 -3.989 -1.398 -0.1 0.0 -0.1 0.45
H -4.363 -2.084 1.686 -0.1 0.1 0.1 0.22
H -2.599 -2.176 1.496 0.0 0.0 0.2 0.01
H -3.532 -3.633 1.868 0.0 -0.1 0.1 0.57
H -2.660 -4.072 -1.710 0.0 -0.1 -0.2 0.25
H -2.854 -4.936 -0.177 0.1 -0.1 0.0 0.50
H -1.661 -3.643 -0.306 0.1 -0.1 0.0 -0.03
C -0.711 5.012 2.946 -0.2 0.3 0.3 -1.34
N -0.152 4.044 2.048 0.2 -0.3 -0.2 1.61
C 0.557 4.301 0.912 0.0 0.1 -0.3 -0.29
C 0.847 3.088 0.356 0.0 0.7 0.1 -1.92
N 0.320 2.106 1.113 -0.4 0.0 0.7 2.27
C -0.277 2.694 2.126 0.1 0.0 0.3 -1.03
P -0.999 1.825 3.543 0.2 0.0 -0.1 -1.35
C -0.071 0.273 3.411 -0.2 0.0 0.3 -0.04
N -0.513 -0.767 2.733 -0.2 0.4 -0.3 0.41
C 0.338 -1.788 2.987 0.3 -0.2 0.5 -0.61
C 1.306 -1.359 3.855 -0.1 -0.4 0.0 -1.36
N 1.032 -0.053 4.139 -0.3 -0.1 -0.4 0.52
C 1.759 0.807 5.025 0.2 0.4 0.3 -0.78
C -2.507 1.304 2.690 -0.1 0.3 0.2 0.02
N -2.971 1.956 1.646 0.6 0.2 -0.2 0.13
C -4.186 1.420 1.387 -0.4 -0.3 0.2 -0.79
C -4.478 0.462 2.317 -0.4 0.1 -0.3 -0.98
N -3.408 0.403 3.156 0.1 0.2 -0.2 0.29
C -3.208 -0.511 4.244 0.1 -0.4 0.4 -0.84
H -0.244 5.979 2.759 0.0 0.0 0.0 0.36
H -1.791 5.099 2.799 0.1 0.0 0.0 0.32
H -0.520 4.722 3.983 0.0 0.0 -0.1 0.33
H 0.805 5.298 0.610 0.1 0.2 0.0 0.83
H 1.436 2.854 -0.500 0.3 0.0 -0.2 -0.45
H 0.206 -2.745 2.519 0.1 -0.2 -0.1 0.83
H 2.151 -1.864 4.278 0.2 0.0 0.1 0.48
H 2.507 0.224 5.560 0.0 0.0 0.0 0.36
H 2.269 1.600 4.474 0.0 -0.1 0.1 0.24
H 1.072 1.265 5.742 0.1 0.0 0.0 0.30
H -4.774 1.745 0.555 -0.2 0.1 -0.2 0.57
H -5.348 -0.149 2.448 -0.1 -0.2 0.0 0.65
H -4.121 -1.075 4.426 0.0 0.1 0.0 0.39
H -2.398 -1.202 4.002 -0.1 0.0 0.0 0.22
H -2.944 0.042 5.149 0.0 0.0 0.0 0.35
N 1.014 -1.174 -2.228 0.0 -0.3 -1.1 0.11
C 1.904 -2.325 -2.242 0.1 -0.5 -0.3 -0.53
C 1.249 -3.485 -1.509 0.1 0.5 0.5 -0.68
C 1.034 -3.173 0.009 0.2 -1.2 -0.7 0.49
O 0.458 -4.029 0.681 -0.3 -0.4 0.2 -0.83
O 1.505 -2.092 0.434 1.6 -2.0 0.7 -0.21
H 0.156 -1.393 -2.728 0.1 0.1 0.0 0.02
H 1.433 -0.372 -2.692 -0.2 0.1 -0.1 0.11
H 2.814 -2.044 -1.708 0.0 0.0 -0.1 0.14
H 2.172 -2.629 -3.272 0.0 0.0 0.3 0.49
H 1.871 -4.381 -1.573 -0.1 0.0 0.0 0.46
H 0.278 -3.720 -1.953 0.0 -0.1 0.0 0.11
O 2.705 0.815 0.187 0.1 0.0 0.0 1.78
Si 4.109 1.421 0.434 1.4 0.4 0.3 -2.60
C 5.187 1.521 -1.134 -0.2 0.2 0.4 0.99
C 5.788 0.344 -1.567 0.0 -0.2 0.0 -0.65
C 6.562 0.300 -2.710 0.1 -0.2 -0.1 -0.71
C 6.751 1.446 -3.463 0.1 0.1 -0.1 -0.74
C 6.152 2.626 -3.060 0.1 0.2 -0.2 -0.67
C 5.384 2.655 -1.908 0.0 0.2 0.0 0.03
C 5.241 0.451 1.631 -0.4 0.1 -0.4 0.50
C 4.729 -0.604 2.374 -0.2 0.0 0.0 -0.16
C 5.527 -1.299 3.268 0.0 -0.2 0.2 -0.64
C 6.858 -0.950 3.431 0.0 -0.2 0.2 -0.54
C 7.386 0.093 2.692 0.2 0.1 0.0 -0.66
C 6.580 0.783 1.804 0.1 0.1 -0.1 -0.45
C 4.064 3.090 1.382 0.1 -0.2 -0.5 0.42
C 3.147 3.175 2.421 -0.1 -0.1 0.1 0.48
C 3.049 4.290 3.232 -0.1 0.0 0.2 -0.02
C 3.885 5.372 3.009 0.0 0.2 0.1 -0.89
C 4.822 5.306 1.994 0.2 0.3 0.0 -0.97
C 4.912 4.175 1.199 0.2 0.0 -0.1 -0.36
H 5.636 -0.553 -0.987 0.1 -0.2 0.1 0.51
H 7.029 -0.626 -3.018 0.0 -0.1 0.0 0.42
H 7.364 1.417 -4.354 0.0 0.0 -0.1 0.37
H 6.275 3.525 -3.654 0.0 0.0 0.0 0.43
H 4.923 3.587 -1.611 -0.1 0.1 0.0 0.02
H 3.694 -0.880 2.222 -0.1 -0.1 0.0 0.24
H 5.119 -2.123 3.840 -0.1 -0.1 0.0 0.41
H 7.486 -1.493 4.129 0.0 0.0 0.0 0.35
H 8.428 0.366 2.806 0.0 0.0 0.0 0.40
H 6.997 1.596 1.224 0.1 0.1 -0.1 0.34
H 2.495 2.329 2.575 -0.2 -0.1 0.0 -0.33
H 2.331 4.320 4.043 -0.1 0.0 0.0 0.47
H 3.819 6.258 3.629 0.0 0.0 0.0 0.40
H 5.497 6.139 1.830 0.0 0.0 0.0 0.40
H 5.670 4.134 0.428 0.1 0.1 -0.1 0.40


9
Properties=species:S:1:pos:R:3:forces:R:3:mulliken_spin:R:1 method="wB97M-V/def2-TZVPD" de_lowest_kj_mol=0.00 multiplicity=5 lumo_ev="-1.09 / -0.82" energy_ev=-35636.15581 homo_energy_ev="-6.78 / -6.78" s_squared=6.00
F -1.043 1.572 -0.635 -1.5 0.0 0.4 0.00
O 0.303 -1.059 -0.675 1.4 1.6 -0.4 0.02
O 1.577 0.681 0.059 -1.2 0.9 -0.5 -0.02
C -1.230 -0.957 -0.307 -1.1 0.5 0.2 -0.01
C -0.936 0.375 0.263 1.8 0.4 -1.1 0.01
C 0.485 0.159 -0.213 -1.1 -3.7 2.5 -0.03
H -1.387 -1.731 0.460 0.1 0.4 -0.1 0.00
H -1.116 0.663 1.305 -0.3 0.3 -0.5 0.00
V 3.346 0.297 -0.257 1.9 -0.4 -0.4 4.02


18
Properties=species:S:1:pos:R:3:forces:R:3:mulliken_charge:R:1 method="wB97M-V/def2-TZVPD" de_lowest_kj_mol=276.50 lumo_ev=-0.12 energy_ev=-24799.04492 homo_energy_ev=-10.30
C -0.593 -1.722 0.334 -1.0 -1.0 0.3 0.18
C 2.206 -0.487 -0.823 0.6 -1.7 0.7 0.48
C 0.950 -0.713 -1.739 0.9 2.7 5.7 -0.79
C 1.460 -0.086 0.466 2.0 -1.8 0.1 -0.59
C 0.042 -0.556 -0.023 3.1 3.4 -3.5 0.28
C -1.896 1.152 1.478 -2.5 -4.2 -4.0 -1.09
N -1.341 -2.576 0.493 -0.2 -0.8 0.4 -0.46
O 3.374 -0.844 -0.917 -2.6 1.1 -0.4 -0.56
O -2.121 0.650 -1.230 0.9 -0.3 1.4 -0.61
O -0.291 2.081 -0.368 0.1 -0.6 0.1 -0.63
S -1.132 0.912 -0.193 -0.7 0.5 -0.5 1.13
H 0.779 0.195 -2.235 -0.8 0.7 -1.3 0.33
H 0.992 -1.652 -2.099 -0.7 -2.9 -1.9 0.47
H 1.995 -0.774 1.249 -1.4 1.8 -0.8 0.37
H 1.652 1.002 0.493 -0.7 -0.4 0.9 0.32
H -2.592 0.274 1.640 0.6 1.2 -0.1 0.35
H -1.122 1.085 2.084 3.5 0.1 3.2 0.37
H -2.361 2.059 1.392 -1.2 2.3 0.0 0.45